# 1
Below is 2 unconnected molecules or ions with the total composition C5H12 at a distorted geometry, with properties calculated with ωB97M-V/def2-TZVPD.

Properties
SMILES: C=C.CCC
HOMO level, eV: -10.18
Energy, eV: -5378.007
LUMO, eV: 1.1
Gap between HOMO and LUMO, eV: 11.27

ORCA input file:
```
! wB97M-V def2-TZVPD RIJCOSX def2/J DEFGRID3
* xyz 0 1
C 2.81 2.30 -0.43
C 2.93 1.46 -1.46
H 1.94 2.11 0.17
H 3.12 3.33 -0.52
H 2.39 0.53 -1.44
H 3.45 1.72 -2.37
C -0.55 -1.49 0.31
C -1.70 -0.67 0.84
C -3.08 -1.28 0.65
H 0.44 -1.25 0.75
H -0.21 -1.34 -0.72
H -0.50 -2.56 0.48
H -1.62 0.35 0.45
H -1.50 -0.51 1.90
H -3.18 -1.60 -0.39
H -3.28 -2.15 1.27
H -3.81 -0.53 0.86
*
```

=====

# 2
Below is C3H5N3O in the gas phase at a distorted geometry, with properties calculated with ωB97M-V/def2-TZVPD.

Properties
SMILES: Cc1n[nH]c(=O)[nH]1
HOMO level, eV: -8.85
Energy, eV: -9707.857
LUMO, eV: 0.3
Gap between HOMO and LUMO, eV: 9.17

ORCA input file:
```
! wB97M-V def2-TZVPD RIJCOSX def2/J DEFGRID3
* xyz 0 1
C -1.22 -0.18 0.99
C 0.24 -0.45 0.86
N 0.88 0.69 0.96
N 1.33 0.93 -0.30
C 0.78 0.02 -1.23
O 0.65 0.14 -2.43
N 0.49 -1.05 -0.39
H -1.24 0.39 -0.02
H -1.46 0.45 1.85
H -1.89 -1.03 0.89
H 1.57 1.88 -0.50
H -0.13 -1.79 -0.69
*
```